## A
Molecular formula: C23H27N3O5S
Method: DFT, ωB97M-V/def2-TZVPD

Geometry as ORCA input:
```
! wB97M-V def2-TZVPD RIJCOSX def2/J DEFGRID3
* xyz 0 1
C 0.34112 -5.21858 1.29040
O 0.16046 -4.46225 0.11715
C 0.42355 -3.12759 0.15605
C 0.87549 -2.43122 1.26990
C 1.13042 -1.07077 1.19115
C 0.92692 -0.37464 0.00614
N 1.16980 1.01104 -0.11393
C 1.37337 1.77949 1.09406
C 0.16080 1.78351 2.02831
O 0.29262 1.79155 3.23408
N -1.01924 1.84094 1.39310
C -2.28000 1.88707 2.09488
C -3.09200 0.59803 1.90914
C -3.45243 0.39553 0.46431
C -2.77908 -0.53753 -0.30939
C -3.08825 -0.68348 -1.65122
C -4.06996 0.09927 -2.22735
C -4.76183 1.03735 -1.46763
C -5.83537 1.87214 -2.09756
C -4.44125 1.17410 -0.12605
S 2.24731 1.48417 -1.32689
O 2.28415 2.91493 -1.30991
O 1.90980 0.83631 -2.55584
C 3.79909 0.84671 -0.76847
C 4.80574 1.48524 0.01425
C 4.80733 2.87224 0.53308
N 5.78792 0.65136 0.22169
O 5.47836 -0.52082 -0.38998
C 4.28858 -0.41607 -0.98949
C 3.74694 -1.56879 -1.73893
C 0.43628 -1.06808 -1.10107
C 0.20536 -2.42362 -1.03078
H 0.06917 -6.23916 1.02647
H -0.30930 -4.86893 2.09836
H 1.38274 -5.19784 1.62671
H 1.03816 -2.92986 2.21203
H 1.47236 -0.56728 2.08050
H 1.54845 2.80923 0.77123
H 2.24755 1.44769 1.66938
H -1.03744 1.75731 0.38773
H -2.04232 2.03382 3.15086
H -2.85645 2.74334 1.73096
H -2.50224 -0.24613 2.26965
H -3.99629 0.67497 2.51582
H -2.01340 -1.15369 0.13791
H -2.55851 -1.41284 -2.24512
H -4.30946 -0.01632 -3.27454
H -5.44891 2.39179 -2.97301
H -6.66041 1.23997 -2.42464
H -6.22147 2.60784 -1.39661
H -4.97501 1.89642 0.47682
H 4.18178 3.49750 -0.09839
H 4.41374 2.89374 1.54870
H 5.82538 3.25061 0.55871
H 3.24824 -2.26109 -1.06063
H 3.02391 -1.21066 -2.46670
H 4.55864 -2.09795 -2.23278
H 0.25218 -0.53331 -2.01649
H -0.16306 -2.96671 -1.88606
*
```

* HOMO level: -8.6 eV
* structure (SMILES): COc1ccc(N(CC(=O)NCCc2cccc(C)c2)S(=O)(=O)c2c(C)noc2C)cc1
* LUMO: 0.02172 Eh

---

## B
Molecular formula: C23H27N3O5S
Method: DFT, ωB97M-V/def2-TZVPD

Geometry as ORCA input:
```
! wB97M-V def2-TZVPD RIJCOSX def2/J DEFGRID3
* xyz 0 1
C -1.48383 -3.91763 -0.19188
C -2.43911 -2.81867 -0.54220
C -3.50514 -3.06741 -1.39783
C -4.39788 -2.06526 -1.71839
C -4.22934 -0.79065 -1.20631
C -3.16052 -0.52654 -0.36271
O -2.89247 0.72609 0.14779
C -3.90146 1.71909 0.12767
C -3.39340 2.94597 0.89194
C -2.62649 3.97437 0.05069
C -1.12724 3.76491 -0.13369
O -0.34697 4.68289 -0.02591
N -0.78467 2.49281 -0.48524
C 0.46451 1.99285 -0.82278
C 0.51827 0.68415 -1.31534
C 1.72908 0.11712 -1.65458
C 2.88509 0.86153 -1.51930
S 4.45646 0.10901 -1.88401
O 4.25217 -1.23415 -2.33067
O 5.29234 0.97141 -2.65865
N 5.20567 0.05601 -0.34742
C 4.41625 -0.11413 0.76465
O 4.44075 0.84933 1.71044
N 3.59746 0.49238 2.71910
C 3.05735 -0.65001 2.39172
C 2.08613 -1.33978 3.27502
C 3.54206 -1.10332 1.13096
C 3.19914 -2.37301 0.43813
C 2.85001 2.16307 -1.05653
C 1.64226 2.73426 -0.70391
C -2.26467 -1.54302 -0.00676
C -1.14803 -1.27400 0.95895
H -1.75793 -4.83900 -0.69819
H -0.46834 -3.65194 -0.48358
H -1.48333 -4.10032 0.88214
H -3.63811 -4.05691 -1.80861
H -5.23062 -2.26776 -2.37443
H -4.93110 -0.01605 -1.47122
H -4.80248 1.32251 0.61254
H -4.15612 1.99471 -0.90500
H -4.26456 3.44846 1.31433
H -2.77496 2.60333 1.72326
H -2.72971 4.95844 0.51090
H -3.06766 4.03826 -0.94835
H -1.52512 1.79586 -0.47398
H -0.39584 0.12141 -1.43214
H 1.80116 -0.89009 -2.03208
H 5.85602 0.82289 -0.24996
H 1.13037 -1.44849 2.76631
H 1.94891 -0.76183 4.18346
H 2.45367 -2.33294 3.52732
H 3.57738 -3.22300 1.00596
H 3.63719 -2.38766 -0.55518
H 2.11761 -2.47871 0.35940
H 3.76784 2.72393 -0.97861
H 1.59797 3.74641 -0.33826
H -0.17964 -1.45508 0.49373
H -1.17784 -0.24704 1.30937
H -1.23855 -1.93909 1.81793
*
```

* HOMO level: -8.9 eV
* structure (SMILES): Cc1cccc(OCCCC(=O)Nc2ccc(S(=O)(=O)Nc3onc(C)c3C)cc2)c1C
* LUMO: 0.01705 Eh

---

Most stable: B (next structure +0.237 eV)

---

## A
Molecular formula: C5H7N3O2
Method: DFT, ωB97M-V/def2-TZVPD

Geometry as ORCA input:
```
! wB97M-V def2-TZVPD RIJCOSX def2/J DEFGRID3
* xyz 0 1
C 1.53293 2.30236 -1.11085
N 2.10932 1.27928 -0.26403
C 1.38767 0.34923 0.36793
C 1.70732 -0.71107 1.20557
N 0.54328 -1.30755 1.58528
C -0.41607 -0.64730 1.00655
C -1.82055 -0.84864 1.10631
N -2.96524 -0.96083 1.26104
O 0.05111 0.37261 0.23045
H 1.00379 1.86113 -1.96774
H 0.83045 2.93319 -0.54814
H 2.34552 2.93244 -1.48624
H 3.11270 1.22020 -0.17012
H 2.68663 -1.03392 1.54528
O -4.27239 -2.84954 -1.07882
H -3.37716 -2.60219 -1.37288
H -4.45931 -2.28941 -0.30960
*
```

* HOMO level: -8.4 eV
* structure (SMILES): CNc1cnc(C#N)o1.O
* LUMO: 0.01281 Eh

---

## B
Molecular formula: C5H7N3O2
Method: DFT, ωB97M-V/def2-TZVPD

Geometry as ORCA input:
```
! wB97M-V def2-TZVPD RIJCOSX def2/J DEFGRID3
* xyz 0 1
C -0.77163 -0.94405 1.54352
C 0.48557 -0.71283 1.77992
C 1.30829 0.20952 1.01215
N 0.88588 1.08419 0.11093
C -0.35935 1.22063 -0.54605
C -0.58687 0.92736 -1.84558
N 0.09900 0.10758 -2.77021
N -1.81966 1.41734 -2.40047
O -2.61298 1.95843 -1.56476
O -2.05007 1.28302 -3.63875
H -1.46049 -1.50384 2.19466
H -1.18958 -0.70981 0.66022
H 0.90235 -0.94835 2.69041
H 2.34867 0.19736 1.15870
H -0.97484 2.05379 -0.20256
H 1.12844 0.06452 -2.60246
H -0.24863 0.32813 -3.76984
*
```

* HOMO level: -8.4 eV
* structure (SMILES): C=C/C=N\C=C(/N)[N+](=O)[O-]
* LUMO: -0.02249 Eh

---

## C
Molecular formula: C5H7N3O2
Method: DFT, ωB97M-V/def2-TZVPD

Geometry as ORCA input:
```
! wB97M-V def2-TZVPD RIJCOSX def2/J DEFGRID3
* xyz 0 1
H 3.18224 -0.50898 0.23967
N 2.30419 -1.36747 0.16856
C 1.43416 -0.61578 -0.30498
O 2.29028 0.77444 -0.35945
C -0.04095 -0.69261 -0.61996
N -0.36459 -0.14015 -1.92192
C -0.85844 -0.02682 0.45107
C -1.00040 -0.38757 1.82397
N -1.86228 0.38078 2.43379
O -2.28982 1.28764 1.50026
C -1.67399 1.05790 0.33895
H 1.62148 1.46568 -0.27758
H -0.26829 -1.76806 -0.62845
H 0.03140 0.78884 -2.04951
H -0.02201 -0.73657 -2.66768
H -0.50269 -1.18337 2.37576
H -1.98028 1.67210 -0.50250
*
```

* HOMO level: -10.1 eV
* structure (SMILES): [H]/N=C(\O)[C@H](N)c1cnoc1
* LUMO: 0.01606 Eh

---

Most stable: A (next structure +2.658 eV)

---

## A
Molecular formula: C4H7BrN2
Method: DFT, ωB97M-V/def2-TZVPD

Geometry as ORCA input:
```
! wB97M-V def2-TZVPD RIJCOSX def2/J DEFGRID3
* xyz 0 1
C 0.02450 -0.07724 -1.45652
C -0.04358 -1.12203 -0.35999
C 0.79552 -1.11175 1.09383
C -1.44005 -1.41986 0.02847
N -2.30135 -1.92664 0.76909
N -2.80392 -1.13039 -0.31773
Br -3.40778 0.73268 0.01704
H 0.12729 0.93660 -1.06394
H -0.93446 -0.04897 -1.95720
H 0.71063 -0.18845 -2.29458
H 0.37842 -2.03901 -0.79812
H 1.06486 -0.22453 1.42002
H 1.52978 -1.81719 1.02830
H 0.07018 -1.40413 1.86065
*
```

* HOMO level: -9.2 eV
* structure (SMILES): CC(C)C1=NN1Br
* LUMO: 0.01173 Eh

---

## B
Molecular formula: C4H7BrN2
Method: DFT, ωB97M-V/def2-TZVPD

Geometry as ORCA input:
```
! wB97M-V def2-TZVPD RIJCOSX def2/J DEFGRID3
* xyz 0 1
C 1.37489 0.56272 1.08173
C 0.62990 1.04916 -0.13772
Br -0.69956 2.34606 -0.15462
C 1.00964 0.53130 -1.27666
N 1.70150 0.07529 -2.18632
H 2.17746 -0.02769 0.84855
H 0.66508 0.10814 1.78228
H 1.69663 1.31098 1.66108
H 1.58440 -0.85944 -2.54431
C -1.99465 -1.24771 -0.12007
N -1.57757 -0.74499 0.94096
H -2.88864 -0.85704 -0.61694
H -1.53575 -2.26937 -0.50021
H -2.14332 0.02259 1.22225
*
```

* HOMO level: -8.3 eV
* structure (SMILES): CC(Br)=C=N.C=N
* LUMO: 0.02394 Eh

---

Most stable: B (next structure +1.335 eV)

---

## A
Molecular formula: C6H8O4
Method: DFT, ωB97M-V/def2-TZVPD

Geometry as ORCA input:
```
! wB97M-V def2-TZVPD RIJCOSX def2/J DEFGRID3
* xyz 0 1
O -3.37503 2.28057 -0.78500
C -2.50477 1.48976 -1.00058
C -2.25678 0.45060 -0.02711
C -1.19567 -0.22336 -0.46425
C -0.43898 -1.34882 0.23377
O -1.21616 -2.13259 1.19510
C 0.80306 -0.95252 1.05760
O 0.41988 -0.27612 2.19686
O -0.66828 0.22601 -1.64582
C -1.65554 1.16839 -2.18690
H -2.84023 0.12654 0.80425
H -0.07644 -2.01099 -0.55800
H -0.88132 -1.71717 2.05897
H 1.56067 -1.79711 1.22280
H 1.46291 -0.23786 0.49890
H 0.02453 0.54172 1.83990
H -2.42960 0.78898 -2.95094
H -1.12264 2.06269 -2.54072
*
```

* HOMO level: -9.6 eV
* structure (SMILES): O=C1C=C([C@H](O)CO)OC1
* LUMO: 0.01872 Eh

---

## B
Molecular formula: C6H8O4
Method: DFT, ωB97M-V/def2-TZVPD

Geometry as ORCA input:
```
! wB97M-V def2-TZVPD RIJCOSX def2/J DEFGRID3
* xyz 0 1
C 0.07916 1.42630 0.47763
C -0.16214 0.23402 -0.39826
C -1.40462 -0.24722 -0.78540
C -2.57454 -0.50367 0.07305
O -3.55804 -0.96237 -0.41156
O -2.53898 -0.12844 1.41963
C 1.17897 -0.21756 -0.90754
C 2.26181 -0.60352 0.13381
O 3.32170 -0.02559 0.10110
O 2.01954 -1.64322 0.92488
H 0.74970 2.13740 -0.08515
H -0.91054 1.93999 0.74531
H 0.76088 1.18026 1.34743
H -1.57427 -0.52968 -1.88522
H -1.68174 0.18194 1.63419
H 1.56617 0.76092 -1.28418
H 1.20915 -0.95944 -1.76694
H 1.25779 -2.04013 0.66721
*
```

* HOMO level: -9.8 eV
* structure (SMILES): C/C(=C\C(=O)O)CC(=O)O
* LUMO: -0.02494 Eh

---

Most stable: B (next structure +0.523 eV)

---

## A
Molecular formula: C4H7N2OS
Method: DFT, ωB97M-V/def2-TZVPD

Geometry as ORCA input:
```
! wB97M-V def2-TZVPD RIJCOSX def2/J DEFGRID3
* xyz 1 1
C 1.54957 0.29180 0.07692
C -2.50641 -0.10037 -0.84902
C 1.74874 1.40632 -0.81003
C 1.32839 -1.62636 1.74505
N -3.39642 0.83646 -1.30090
N 1.32897 -0.55008 0.84550
O -1.46049 -0.14728 -0.36110
S -3.81601 -1.00161 -1.32471
H 1.95702 2.29129 -0.34750
H 0.71567 1.57226 -1.10466
H 2.40794 1.29037 -1.65881
H 2.07617 -1.32876 2.47494
H 1.73339 -2.50901 1.27354
H 0.27692 -1.82968 2.05852
H -3.94345 1.40463 -0.71774
*
```

* HOMO level: -12.6 eV
* LUMO: -0.12807 Eh

---

## B
Molecular formula: C4H7N2OS
Method: DFT, ωB97M-V/def2-TZVPD

Geometry as ORCA input:
```
! wB97M-V def2-TZVPD RIJCOSX def2/J DEFGRID3
* xyz 1 1
C -0.14845 1.34467 0.77322
C 1.14613 -0.50201 -1.34010
C -0.33174 -0.09008 0.41215
C -1.28137 -0.17782 -0.86217
N 0.83747 -0.86423 -0.01825
N 1.27726 1.53208 0.78960
O 1.79244 2.19515 1.66891
S -0.48840 -0.39427 -2.26158
H -0.30584 2.03097 -0.12395
H -0.63373 1.80224 1.61356
H 1.55286 0.48845 -1.47216
H 1.78346 -1.18129 -1.99656
H -0.56247 -0.44224 1.47488
H -2.35751 -0.03146 -0.84054
H 0.87179 -1.85980 0.22586
*
```

* HOMO level: -13.0 eV
* LUMO: -0.23104 Eh

---

Most stable: A (next structure +2.001 eV)